{
  "formula": "C4H12NO",
  "method": "ωB97M-V with the def2-TZVPD basis set",
  "homo_ev": [-18.91, -18.90],
  "orbital_gap_ev": [5.3819, 5.3805],
  "s2": 0.76,
  "charge": 2,
  "lumo_ev": [-13.526, -13.519],
  "multiplicity": 2,
  "elements": ["C", "C", "C", "C", "O", "N", "H", "H", "H", "H", "H", "H", "H", "H", "H", "H", "H", "H"],
  "coordinates": [[1.97815, -1.24126, -0.53227], [0.95937, -0.45071, 0.14697], [1.27807, 0.81274, 0.86219], [0.86352, 1.19432, -0.47827], [-1.50720, 0.95155, 0.82111], [-3.06674, -0.70165, -0.48348], [2.51835, -1.80918, 0.25392], [2.70156, -0.63557, -1.08765], [1.55185, -1.97689, -1.21067], [-0.01370, -0.87214, 0.33627], [0.48641, 1.03263, 1.61410], [2.30518, 1.03920, 1.12933], [-0.21795, 1.27862, -0.73973], [1.54419, 1.80216, -1.07303], [-1.88312, 1.40880, 1.59037], [-2.31429, -0.02788, -0.09540], [-3.72931, -0.35762, -1.17606], [-3.45433, -1.44714, 0.12230]],
  "forces_ev_per_angstrom": [[-0.706, 0.501, -1.189], [1.089, -1.832, 1.596], [0.255, -0.189, -0.601], [-0.804, 3.355, 0.865], [0.790, -0.424, -0.567], [-0.754, -0.034, 0.630], [0.077, 0.089, 0.214], [0.295, -0.054, 0.366], [-0.057, -0.258, 0.089], [-0.204, 0.111, 0.013], [-0.393, -0.272, -0.372], [0.080, -0.185, -0.186], [0.118, -0.881, -0.131], [0.168, -0.406, -0.247], [-0.279, 0.188, -0.264], [-0.020, 0.111, 0.495], [-0.025, -0.049, -0.327], [0.370, 0.231, -0.383]]
}


{
  "formula": "C4H12NO2",
  "method": "ωB97M-V with the def2-TZVPD basis set",
  "homo_ev": -3.57,
  "orbital_gap_ev": 7.9292,
  "charge": -1,
  "lumo_ev": 4.358,
  "multiplicity": 1,
  "elements": ["N", "C", "O", "H", "H", "H", "H", "C", "O", "C", "C", "H", "H", "H", "H", "H", "H", "H", "H"],
  "coordinates": [[-1.35199, 1.97787, -1.89849], [-1.54114, 2.13197, -0.46262], [-1.31019, 0.97176, 0.29427], [-0.46460, 1.50697, -2.02305], [-2.04220, 1.33334, -2.23497], [-0.87817, 2.94275, -0.13589], [-2.57969, 2.44019, -0.29529], [1.71419, -0.55051, -0.14559], [0.80710, 0.22218, -0.84122], [1.18267, -1.10594, 1.18610], [0.05669, -2.11378, 0.99407], [2.04696, -1.42175, -0.75491], [2.63402, 0.02742, 0.07642], [-0.39216, 0.57786, -0.10583], [2.00411, -1.56689, 1.75045], [0.82021, -0.25410, 1.76653], [0.40746, -3.02515, 0.49877], [-0.38010, -2.40314, 1.95370], [-0.73318, -1.69103, 0.37756]],
  "forces_ev_per_angstrom": [[0.062, 0.462, 0.126], [-0.036, -0.390, 0.229], [0.252, 0.032, -0.440], [0.359, -0.105, -0.036], [-0.364, -0.396, -0.148], [0.047, 0.080, 0.006], [0.016, 0.130, 0.054], [-0.229, 0.299, -0.413], [-0.041, -0.317, 0.369], [0.047, 0.035, -0.187], [-0.049, -0.041, 0.088], [0.081, -0.043, 0.054], [0.145, -0.063, 0.107], [-0.266, 0.212, 0.136], [0.031, 0.004, -0.011], [-0.053, -0.003, 0.080], [0.097, 0.037, 0.005], [-0.046, -0.046, -0.002], [-0.054, 0.114, -0.018]]
}


Among the records above, which one has the lowest charge? C4H12NO2


Please write out number 2 again, unchanged.
{
  "formula": "C4H12NO2",
  "method": "ωB97M-V with the def2-TZVPD basis set",
  "homo_ev": -3.57,
  "orbital_gap_ev": 7.9292,
  "charge": -1,
  "lumo_ev": 4.358,
  "multiplicity": 1,
  "elements": ["N", "C", "O", "H", "H", "H", "H", "C", "O", "C", "C", "H", "H", "H", "H", "H", "H", "H", "H"],
  "coordinates": [[-1.35199, 1.97787, -1.89849], [-1.54114, 2.13197, -0.46262], [-1.31019, 0.97176, 0.29427], [-0.46460, 1.50697, -2.02305], [-2.04220, 1.33334, -2.23497], [-0.87817, 2.94275, -0.13589], [-2.57969, 2.44019, -0.29529], [1.71419, -0.55051, -0.14559], [0.80710, 0.22218, -0.84122], [1.18267, -1.10594, 1.18610], [0.05669, -2.11378, 0.99407], [2.04696, -1.42175, -0.75491], [2.63402, 0.02742, 0.07642], [-0.39216, 0.57786, -0.10583], [2.00411, -1.56689, 1.75045], [0.82021, -0.25410, 1.76653], [0.40746, -3.02515, 0.49877], [-0.38010, -2.40314, 1.95370], [-0.73318, -1.69103, 0.37756]],
  "forces_ev_per_angstrom": [[0.062, 0.462, 0.126], [-0.036, -0.390, 0.229], [0.252, 0.032, -0.440], [0.359, -0.105, -0.036], [-0.364, -0.396, -0.148], [0.047, 0.080, 0.006], [0.016, 0.130, 0.054], [-0.229, 0.299, -0.413], [-0.041, -0.317, 0.369], [0.047, 0.035, -0.187], [-0.049, -0.041, 0.088], [0.081, -0.043, 0.054], [0.145, -0.063, 0.107], [-0.266, 0.212, 0.136], [0.031, 0.004, -0.011], [-0.053, -0.003, 0.080], [0.097, 0.037, 0.005], [-0.046, -0.046, -0.002], [-0.054, 0.114, -0.018]]
}


The highest charge belongs to which entry? C4H12NO


Repeat the first record exactly.
{
  "formula": "C4H12NO",
  "method": "ωB97M-V with the def2-TZVPD basis set",
  "homo_ev": [-18.91, -18.90],
  "orbital_gap_ev": [5.3819, 5.3805],
  "s2": 0.76,
  "charge": 2,
  "lumo_ev": [-13.526, -13.519],
  "multiplicity": 2,
  "elements": ["C", "C", "C", "C", "O", "N", "H", "H", "H", "H", "H", "H", "H", "H", "H", "H", "H", "H"],
  "coordinates": [[1.97815, -1.24126, -0.53227], [0.95937, -0.45071, 0.14697], [1.27807, 0.81274, 0.86219], [0.86352, 1.19432, -0.47827], [-1.50720, 0.95155, 0.82111], [-3.06674, -0.70165, -0.48348], [2.51835, -1.80918, 0.25392], [2.70156, -0.63557, -1.08765], [1.55185, -1.97689, -1.21067], [-0.01370, -0.87214, 0.33627], [0.48641, 1.03263, 1.61410], [2.30518, 1.03920, 1.12933], [-0.21795, 1.27862, -0.73973], [1.54419, 1.80216, -1.07303], [-1.88312, 1.40880, 1.59037], [-2.31429, -0.02788, -0.09540], [-3.72931, -0.35762, -1.17606], [-3.45433, -1.44714, 0.12230]],
  "forces_ev_per_angstrom": [[-0.706, 0.501, -1.189], [1.089, -1.832, 1.596], [0.255, -0.189, -0.601], [-0.804, 3.355, 0.865], [0.790, -0.424, -0.567], [-0.754, -0.034, 0.630], [0.077, 0.089, 0.214], [0.295, -0.054, 0.366], [-0.057, -0.258, 0.089], [-0.204, 0.111, 0.013], [-0.393, -0.272, -0.372], [0.080, -0.185, -0.186], [0.118, -0.881, -0.131], [0.168, -0.406, -0.247], [-0.279, 0.188, -0.264], [-0.020, 0.111, 0.495], [-0.025, -0.049, -0.327], [0.370, 0.231, -0.383]]
}